Record 1
The following is a quantum chemistry calculation of an isolated ion of composition CH2N3O2 and charge +1 in a non-equilibrium geometry, from the OMol25 dataset.

Structure (XYZ):
```
8
Properties=species:S:1:pos:R:3:forces:R:3
O -0.853 -1.354 1.313 0.3076 0.7096 1.3236
N -0.292 -0.441 0.872 -1.1705 -1.0571 -5.7699
C -0.264 -0.064 -0.836 1.7153 -2.8382 2.5694
O 0.716 0.834 -0.752 1.3404 1.7009 -1.3914
N 1.125 1.069 0.450 1.0491 1.4877 0.5316
N 0.548 0.457 1.354 0.5871 -0.3048 3.5575
H 0.174 -0.902 -1.388 -1.0473 -0.3760 0.0757
H -1.154 0.400 -1.013 -2.7816 0.6779 -0.8965
```
Positions in Å, forces in eV/Å.

Values from the calculation:
Spin multiplicity: 1
Net charge: +1
SMILES: O=[N+]1CON=N1
HOMO energy (eV): -17.72
Orbital gap (eV): 9.108
Electronic energy (Ha): -353.51310
F_max (eV/A): 5.98
Lowest unoccupied orbital energy (eV): -8.6

Record 2
The following is a quantum chemistry calculation of a 3-piece molecular cluster, C4H12ClNP overall in a non-equilibrium geometry, from the OMol25 dataset.

Structure (XYZ):
```
19
Properties=species:S:1:pos:R:3:forces:R:3
C -0.185 -1.741 -0.630 -0.4514 -0.7191 -0.3705
C -1.774 0.659 -0.010 -1.6503 2.9506 1.7835
C 0.014 2.211 -0.523 0.4004 -0.1982 0.2376
C 0.491 -0.371 -0.407 -2.1452 -1.3061 1.6439
N -0.354 0.845 -0.037 1.9677 -1.3108 -0.5669
P 0.722 0.085 1.376 -0.4523 0.1123 -1.6803
Cl 2.373 1.169 1.147 0.6552 0.3609 0.5853
H -0.047 -2.175 -1.629 -0.1898 1.0080 -0.3230
H 0.337 -2.571 -0.108 -0.5392 0.8552 0.6509
H -1.284 -1.722 -0.449 1.0887 -0.4282 0.1034
H -2.159 -0.280 0.253 0.0170 -1.3079 0.2675
H -2.110 1.357 0.799 -0.1088 -0.5680 -0.5291
H -2.274 1.040 -0.889 0.2519 -0.1933 -0.6042
H -0.296 2.374 -1.548 -0.7237 -0.1568 -0.0327
H -0.475 2.878 0.209 0.4571 0.0772 -0.6695
H 1.102 2.346 -0.592 -0.4922 -0.0791 0.5688
H 1.147 -0.199 -1.183 1.9159 0.8899 -1.0503
H 2.297 -2.592 1.914 0.5810 -2.2723 1.2307
H 2.474 -3.313 2.308 -0.5818 2.2857 -1.2451
```
Positions in Å, forces in eV/Å.

Values from the calculation:
Spin multiplicity: 1
Net charge: +1
HOMO energy (eV): -14.77
Orbital gap (eV): 10.432
Electronic energy (Ha): -1015.57824
F_max (eV/A): 3.82
Lowest unoccupied orbital energy (eV): -4.3

Record 3
The following is a quantum chemistry calculation of a 2-piece molecular cluster, C2H3N overall in a non-equilibrium geometry, from the OMol25 dataset.

Structure (XYZ):
```
6
Properties=species:S:1:pos:R:3:forces:R:3
C 0.269 -0.683 0.016 -0.8625 -2.3931 -0.1372
C -0.132 0.690 -0.018 -0.8291 -0.1862 1.7590
N 1.255 0.060 0.050 0.3685 -0.9819 0.3744
H -0.399 -2.566 0.013 1.2769 2.9437 -0.0045
H -0.382 1.248 -0.819 -0.3349 0.9899 -3.5939
H -0.610 1.252 0.758 0.3811 -0.3724 1.6022
```
Positions in Å, forces in eV/Å.

Values from the calculation:
Spin multiplicity: 1
HOMO energy (spin up / spin down) (eV): -10.04 / -9.92
Orbital gap (spin up / spin down) (eV): 8.666 / 9.028
Electronic energy (Ha): -132.52457
F_max (eV/A): 3.74
Lowest unoccupied orbital energy (spin up / spin down) (eV): -1.4 / -0.9

Record 4
The following is a quantum chemistry calculation of the molecule CH2N2O4 in a non-equilibrium geometry, from the OMol25 dataset.

Structure (XYZ):
```
9
Properties=species:S:1:pos:R:3:forces:R:3
C -0.388 -0.797 -1.232 -2.2856 -1.4836 -1.9683
N 0.474 0.050 -0.800 -1.6175 -1.3653 1.4715
O 1.134 0.852 -1.349 1.4420 1.3810 -0.4683
O 0.786 -0.204 0.690 0.5509 -0.7313 1.4853
N 0.054 0.592 1.717 -0.0292 0.4900 -2.5414
O 0.307 0.431 2.854 0.6738 -0.8319 -0.1385
O -0.693 1.331 1.174 -1.1293 0.9348 0.2962
H -1.185 -1.403 -0.676 2.0780 1.1706 -0.1895
H -0.490 -0.852 -2.378 0.3168 0.4356 2.0529
```
Positions in Å, forces in eV/Å.

Values from the calculation:
Spin multiplicity: 1
SMILES: C=[N+]([O-])O[N+](=O)[O-]
HOMO energy (eV): -10.18
Orbital gap (eV): 10.362
Electronic energy (Ha): -449.48483
F_max (eV/A): 3.36
Lowest unoccupied orbital energy (eV): 0.2

Record 5
The following is a quantum chemistry calculation of the molecule CH2S3 in a non-equilibrium geometry, from the OMol25 dataset.

Structure (XYZ):
```
6
Properties=species:S:1:pos:R:3:forces:R:3
S 0.933 -1.504 2.037 0.0160 0.5934 -1.0661
C 0.706 -0.728 0.656 -3.4468 -0.0994 0.3677
S -1.115 -0.279 -0.074 1.8463 -1.9579 1.8252
S -0.710 0.885 -1.652 -0.5472 2.0404 1.0540
H 1.304 -0.360 -0.130 1.3378 0.2980 -0.5033
H -1.118 1.985 -0.836 0.7939 -0.8745 -1.6775
```
Positions in Å, forces in eV/Å.

Values from the calculation:
Spin multiplicity: 1
SMILES: S=CSS
HOMO energy (eV): -8.88
Orbital gap (eV): 8.258
Electronic energy (Ha): -1233.81197
F_max (eV/A): 3.47
Lowest unoccupied orbital energy (eV): -0.6

Record 6
The following is a quantum chemistry calculation of C16H20Cl3F6NO9PS2Ti as an isolated structure in a non-equilibrium geometry, from the OMol25 dataset.

Structure (XYZ):
```
59
Properties=species:S:1:pos:R:3:forces:R:3
Ti 1.109 -0.562 0.265 -0.1592 -1.7235 -0.3461
F 4.203 3.364 1.191 -0.3227 -0.1236 0.0225
C 3.576 2.593 2.070 0.7193 0.0893 0.2806
F 3.454 3.257 3.207 -0.5680 -0.1006 -0.2411
F 4.298 1.505 2.297 -0.0507 0.0203 -0.0539
S 1.900 2.033 1.359 1.2627 2.0335 0.7601
O 2.122 0.564 1.365 0.4739 0.4604 1.4141
O 0.857 2.526 2.165 -0.2264 0.2129 0.0238
N 1.923 2.525 -0.136 -0.2024 0.0232 -0.1951
S 2.657 1.456 -1.024 1.7623 1.6879 -0.6899
O 3.931 1.052 -0.549 0.7258 -0.0143 -0.4493
O 1.756 0.328 -1.286 0.3568 0.0987 -2.0207
C 2.833 2.231 -2.723 -0.3067 0.1994 -0.5236
F 2.907 1.240 -3.598 0.0985 -0.1411 0.2791
F 1.745 2.941 -2.976 -0.1095 0.1462 0.1337
F 3.901 2.993 -2.836 -0.1578 -0.2348 0.5616
Cl 4.598 -6.220 2.635 0.2261 -0.2899 0.0710
C 3.536 -4.925 2.310 -0.3401 0.5334 -0.2582
C 3.701 -4.187 1.137 -0.1097 0.1156 -0.0114
C 2.845 -3.130 0.903 -0.5644 -0.2124 0.9444
Cl 2.940 -2.081 -0.480 0.6474 -0.5218 -0.2315
C 1.810 -2.787 1.788 1.0282 -1.3470 0.3839
O 1.035 -1.743 1.498 0.0844 -1.9073 1.8494
C 1.659 -3.568 2.945 0.1441 0.4042 -0.6510
Cl 0.381 -3.165 4.000 -0.2394 0.0034 0.3615
C 2.525 -4.617 3.213 0.0147 0.1060 -0.1702
H 4.478 -4.434 0.433 0.1355 -0.0424 -0.0572
H 2.414 -5.187 4.123 -0.0378 -0.0348 0.0055
C -4.382 -1.416 0.568 0.3625 0.1939 -0.0636
C -3.046 -0.743 0.872 -0.7068 -0.3082 1.0353
C -2.097 -1.689 1.593 0.0730 0.2009 -0.2884
C -3.219 0.563 1.641 0.0651 -0.1053 -0.2856
O -2.519 -0.409 -0.451 0.9114 0.4057 -0.5437
P -1.043 -0.095 -0.794 -1.2577 -0.3519 -0.7621
O -0.145 -1.355 -0.877 -1.1655 0.2127 -0.7784
O -0.281 0.655 0.352 -1.5917 0.4847 -0.3237
O -1.003 0.619 -2.163 -0.0754 -0.3569 0.5373
C -1.858 1.741 -2.605 -0.5373 0.7789 -0.5320
C -1.618 2.930 -1.687 0.1858 -0.3612 -0.1558
C -3.325 1.329 -2.605 0.2364 -0.0956 0.1026
C -1.404 2.036 -4.032 0.0538 -0.2428 0.3649
H -4.906 -1.654 1.486 -0.0343 0.0000 0.1679
H -4.219 -2.334 0.011 0.0053 -0.1241 -0.0630
H -5.003 -0.754 -0.030 -0.1098 0.0777 -0.0426
H -2.556 -2.032 2.518 0.0015 0.0486 0.0554
H -1.157 -1.180 1.830 -0.3884 -0.2398 0.1993
H -1.888 -2.559 0.969 0.0354 -0.0415 0.0548
H -3.638 0.370 2.625 -0.0117 -0.0891 0.0980
H -3.900 1.223 1.111 -0.0689 0.0982 -0.0604
H -2.258 1.063 1.761 -0.0377 0.0269 0.0893
H -1.738 2.633 -0.647 -0.1203 0.1362 0.1564
H -2.335 3.712 -1.924 -0.0329 0.0594 0.0386
H -0.612 3.317 -1.823 0.1129 0.0970 0.0611
H -3.746 1.354 -1.604 -0.1147 0.0409 0.0044
H -3.429 0.323 -3.001 -0.0700 -0.1132 -0.0931
H -3.882 2.007 -3.246 -0.0162 0.0902 -0.0002
H -0.322 2.075 -4.089 0.1322 0.0389 -0.0047
H -1.801 2.998 -4.343 -0.0984 0.0801 -0.0433
H -1.763 1.267 -4.710 -0.0224 -0.0822 -0.1164
```
Positions in Å, forces in eV/Å.

Values from the calculation:
Spin multiplicity: 1
Net charge: +1
HOMO energy (eV): -11.95
Orbital gap (eV): 7.742
Electronic energy (Ha): -5320.56678
F_max (eV/A): 2.66
Lowest unoccupied orbital energy (eV): -4.2